[1]
{
  "formula": "C19H25N3O",
  "method": "wB97M-V/def2-TZVPD",
  "relative_energy_kcal_mol": 27.4,
  "e_homo_ev": -8.330,
  "molar_mass_g_mol": 311.4,
  "homo_lumo_gap_ha": 0.311,
  "total_energy_ev": -26626.89605,
  "smiles": "CCCCCc1nc(N)c(C#N)c(-c2ccco2)c1CCCC",
  "symbols": ["C", "C", "C", "C", "C", "C", "N", "C", "N", "C", "C", "N", "C", "C", "C", "C", "C", "O", "C", "C", "C", "C", "C", "H", "H", "H", "H", "H", "H", "H", "H", "H", "H", "H", "H", "H", "H", "H", "H", "H", "H", "H", "H", "H", "H", "H", "H", "H"],
  "xyz": [[4.671, 3.795, -1.082], [3.685, 3.214, -0.074], [2.809, 2.107, -0.659], [1.839, 2.606, -1.728], [0.872, 1.503, -2.168], [-0.081, 1.129, -1.064], [-0.620, 2.173, -0.449], [-1.476, 2.000, 0.544], [-2.026, 3.115, 1.084], [-1.826, 0.707, 0.999], [-2.660, 0.607, 2.123], [-3.324, 0.636, 3.062], [-1.277, -0.405, 0.339], [-1.686, -1.726, 0.799], [-2.913, -2.156, 1.239], [-2.761, -3.519, 1.573], [-1.457, -3.821, 1.324], [-0.804, -2.751, 0.852], [-0.394, -0.196, -0.730], [0.182, -1.357, -1.491], [1.553, -1.772, -0.944], [2.143, -2.940, -1.729], [3.504, -3.354, -1.183], [4.150, 4.299, -1.892], [5.323, 4.518, -0.597], [5.290, 3.007, -1.506], [4.245, 2.805, 0.771], [3.045, 4.012, 0.309], [2.230, 1.655, 0.151], [3.451, 1.330, -1.083], [1.259, 3.439, -1.330], [2.394, 2.953, -2.601], [0.276, 1.873, -3.007], [1.442, 0.642, -2.509], [-1.636, 3.999, 0.812], [-2.543, 3.049, 1.943], [-3.814, -1.580, 1.296], [-3.517, -4.177, 1.949], [-0.894, -4.726, 1.439], [0.273, -1.098, -2.548], [-0.496, -2.210, -1.427], [1.444, -2.059, 0.104], [2.237, -0.922, -0.984], [1.458, -3.789, -1.680], [2.244, -2.657, -2.780], [4.207, -2.525, -1.239], [3.909, -4.187, -1.753], [3.419, -3.659, -0.142]],
  "forces_ev_per_angstrom": [[-0.15, 0.00, 0.21], [0.08, -0.20, -0.12], [-0.08, 0.34, 0.05], [0.12, -0.26, 0.04], [0.10, 0.21, -0.03], [-0.20, -0.24, 0.15], [0.00, 0.32, 0.00], [-0.13, -0.39, -0.04], [-0.13, 0.07, 0.17], [0.73, 0.18, -0.86], [-0.34, 0.04, 0.63], [-0.17, 0.03, 0.14], [0.25, 0.39, -0.08], [-1.09, 0.00, 0.21], [0.63, 0.25, -0.34], [0.50, -0.28, -0.05], [-0.75, -0.38, 0.28], [0.49, 0.22, -0.12], [-0.22, -0.09, 0.09], [0.25, 0.04, 0.16], [-0.17, -0.28, -0.38], [0.17, 0.16, 0.25], [-0.19, -0.04, -0.18], [0.01, 0.07, -0.14], [0.09, 0.08, -0.04], [0.10, -0.06, -0.09], [-0.04, 0.06, 0.06], [-0.02, 0.01, 0.10], [0.02, -0.11, 0.02], [0.01, -0.12, 0.01], [0.04, 0.07, -0.07], [-0.03, 0.07, -0.03], [-0.01, -0.10, -0.05], [-0.03, -0.06, -0.07], [0.02, -0.03, 0.03], [0.00, 0.07, 0.01], [-0.13, 0.16, 0.01], [-0.10, -0.19, 0.08], [0.16, -0.06, -0.02], [-0.02, -0.05, 0.00], [0.01, 0.04, -0.10], [0.04, 0.08, 0.04], [0.05, 0.08, 0.05], [-0.07, -0.02, -0.08], [-0.07, -0.03, -0.05], [0.11, 0.06, 0.02], [0.12, -0.08, 0.01], [0.05, -0.04, 0.12]]
}

[2]
{
  "formula": "C19H25N3O2S",
  "method": "wB97M-V/def2-TZVPD",
  "relative_energy_kcal_mol": 56.6,
  "e_homo_ev": -7.865,
  "molar_mass_g_mol": 359.5,
  "homo_lumo_gap_ha": 0.310,
  "total_energy_ev": -39508.68136,
  "smiles": "CCOc1ccc(NC(=S)N(CCOC)[C@H](C)c2cccnc2)cc1",
  "symbols": ["C", "C", "O", "C", "C", "C", "C", "N", "C", "S", "N", "C", "C", "O", "C", "C", "C", "C", "C", "C", "C", "N", "C", "C", "C", "H", "H", "H", "H", "H", "H", "H", "H", "H", "H", "H", "H", "H", "H", "H", "H", "H", "H", "H", "H", "H", "H", "H", "H", "H"],
  "xyz": [[-5.765, -2.127, 0.815], [-5.359, -1.861, -0.632], [-5.098, -0.495, -0.883], [-3.940, 0.067, -0.442], [-2.871, -0.610, 0.135], [-1.733, 0.078, 0.520], [-1.630, 1.452, 0.330], [-0.505, 2.188, 0.721], [0.724, 1.719, 1.110], [1.440, 2.447, 2.416], [1.314, 0.734, 0.393], [0.982, 0.520, -1.001], [1.386, 1.703, -1.914], [2.562, 1.468, -2.649], [2.389, 0.659, -3.787], [2.563, 0.153, 0.889], [3.788, 0.861, 0.317], [2.520, -1.336, 0.646], [1.694, -2.130, 1.438], [1.619, -3.490, 1.196], [2.375, -4.012, 0.157], [3.165, -3.273, -0.601], [3.237, -1.975, -0.360], [-2.709, 2.132, -0.236], [-3.842, 1.451, -0.615], [-6.004, -3.179, 0.941], [-6.639, -1.532, 1.066], [-4.962, -1.861, 1.499], [-6.191, -2.103, -1.300], [-4.499, -2.480, -0.918], [-2.904, -1.675, 0.300], [-0.926, -0.462, 0.992], [-0.721, 3.085, 1.139], [-0.087, 0.326, -1.105], [1.517, -0.374, -1.326], [1.594, 2.583, -1.300], [0.559, 1.942, -2.598], [3.358, 0.616, -4.280], [2.071, -0.358, -3.530], [1.652, 1.096, -4.470], [2.553, 0.317, 1.974], [3.768, 0.892, -0.768], [4.692, 0.358, 0.650], [3.807, 1.883, 0.688], [1.124, -1.679, 2.239], [0.991, -4.128, 1.798], [2.352, -5.067, -0.081], [3.906, -1.427, -1.010], [-2.649, 3.202, -0.371], [-4.678, 1.970, -1.055]],
  "forces_ev_per_angstrom": [[0.15, 0.21, -0.33], [-0.13, -0.37, 0.20], [0.03, 0.27, -0.05], [0.13, 0.20, 0.02], [-0.31, -0.13, -0.15], [0.03, 0.36, 0.12], [-0.39, -0.52, -0.13], [0.10, 0.40, -0.30], [0.22, 0.04, 0.19], [0.16, 0.34, 0.47], [-0.40, 0.21, 0.30], [-0.16, 0.26, -0.53], [-0.16, -0.07, 0.14], [0.23, 0.11, 0.01], [-0.03, -0.01, -0.03], [0.36, -0.08, 0.17], [-0.19, -0.04, 0.13], [0.01, -0.21, 0.03], [0.12, -0.05, -0.15], [0.00, 0.10, 0.00], [-0.16, -0.13, 0.15], [0.26, -0.36, -0.40], [-0.07, 0.34, 0.26], [0.17, -0.16, 0.05], [-0.13, -0.26, 0.05], [-0.02, -0.12, 0.05], [-0.09, 0.03, 0.04], [0.04, -0.02, 0.10], [0.17, -0.03, 0.06], [-0.08, 0.07, -0.04], [-0.06, -0.10, 0.00], [0.09, -0.04, 0.01], [0.17, -0.24, 0.05], [0.21, -0.09, -0.05], [-0.15, 0.06, -0.04], [-0.13, -0.05, -0.03], [0.05, 0.00, 0.03], [-0.05, -0.07, -0.06], [0.01, -0.02, -0.02], [0.01, -0.02, -0.01], [0.00, -0.07, -0.29], [0.07, -0.05, -0.11], [0.13, -0.04, 0.02], [-0.01, 0.07, 0.02], [-0.06, 0.07, 0.08], [-0.04, -0.08, 0.04], [-0.07, -0.10, 0.05], [0.04, 0.19, -0.01], [0.01, 0.13, -0.06], [-0.10, 0.07, -0.05]]
}

[3]
{
  "formula": "C19H25N3O3S",
  "method": "wB97M-V/def2-TZVPD",
  "relative_energy_kcal_mol": 88.4,
  "e_homo_ev": -8.031,
  "molar_mass_g_mol": 375.5,
  "homo_lumo_gap_ha": 0.301,
  "total_energy_ev": -41555.58489,
  "smiles": "CCOc1ccc2nc3c(cc2c1)CN(CCOC)/C(=N/CCOC)S3",
  "symbols": ["C", "C", "O", "C", "C", "C", "C", "N", "C", "C", "C", "C", "C", "C", "N", "C", "C", "O", "C", "C", "N", "C", "C", "O", "C", "S", "H", "H", "H", "H", "H", "H", "H", "H", "H", "H", "H", "H", "H", "H", "H", "H", "H", "H", "H", "H", "H", "H", "H", "H", "H"],
  "xyz": [[-4.992, -0.733, -5.965], [-4.893, 0.636, -5.298], [-4.640, 0.548, -3.910], [-3.400, 0.230, -3.454], [-2.251, 0.099, -4.263], [-1.038, -0.203, -3.709], [-0.904, -0.390, -2.321], [0.309, -0.678, -1.814], [0.416, -0.851, -0.529], [-0.660, -0.766, 0.387], [-1.894, -0.456, -0.108], [-2.059, -0.257, -1.499], [-3.290, 0.051, -2.089], [-0.341, -1.022, 1.828], [0.757, -0.169, 2.235], [0.644, 0.601, 3.453], [1.147, -0.162, 4.688], [0.435, -1.373, 4.869], [1.201, -2.538, 4.691], [1.977, -0.305, 1.674], [3.010, 0.202, 2.183], [4.293, 0.165, 1.545], [4.467, 1.268, 0.482], [4.772, 2.533, 1.008], [3.714, 3.135, 1.713], [2.014, -1.250, 0.093], [-4.051, -1.274, -5.888], [-5.245, -0.612, -7.015], [-5.766, -1.323, -5.481], [-4.139, 1.260, -5.794], [-5.856, 1.149, -5.362], [-2.315, 0.243, -5.330], [-0.156, -0.303, -4.321], [-2.750, -0.377, 0.548], [-4.172, 0.156, -1.476], [-1.199, -0.817, 2.466], [-0.070, -2.082, 1.950], [1.240, 1.509, 3.341], [-0.407, 0.866, 3.588], [2.217, -0.351, 4.573], [0.987, 0.462, 5.575], [1.680, -2.570, 3.706], [1.979, -2.624, 5.459], [0.511, -3.375, 4.786], [4.466, -0.804, 1.059], [5.043, 0.312, 2.327], [5.317, 1.013, -0.155], [3.558, 1.315, -0.137], [3.442, 2.552, 2.599], [4.066, 4.120, 2.013], [2.827, 3.241, 1.075]],
  "forces_ev_per_angstrom": [[0.07, 0.29, 0.30], [-0.11, -0.12, -0.44], [0.05, -0.01, 0.23], [0.02, -0.07, 0.60], [0.00, 0.05, -0.19], [-0.17, 0.03, 0.01], [-0.73, 0.07, 0.16], [0.70, -0.13, 0.22], [-0.17, 0.07, -0.23], [-0.41, 0.02, -0.04], [0.32, -0.11, 0.09], [0.37, -0.04, -0.30], [-0.20, 0.08, -0.42], [-0.11, -0.21, -0.19], [-0.58, 0.02, 0.25], [0.20, -0.14, 0.57], [-0.03, 0.30, -0.14], [-0.26, 0.19, -0.11], [0.05, -0.07, 0.04], [0.33, -0.42, -1.01], [-0.09, 0.11, 0.64], [0.12, 0.18, -0.45], [0.06, -0.29, 0.08], [0.19, 0.06, 0.00], [-0.04, 0.08, 0.15], [0.29, 0.18, 0.51], [0.05, -0.07, -0.05], [-0.02, -0.02, -0.13], [-0.07, -0.06, 0.01], [-0.09, 0.00, 0.08], [0.18, -0.01, -0.04], [-0.03, 0.00, -0.09], [0.09, -0.01, -0.07], [-0.08, 0.02, 0.08], [-0.13, 0.02, 0.05], [0.10, -0.02, -0.04], [-0.11, 0.12, 0.06], [-0.10, 0.00, 0.06], [0.04, 0.03, -0.02], [-0.05, 0.01, 0.04], [0.07, -0.02, -0.06], [-0.01, -0.01, -0.02], [-0.01, -0.02, -0.04], [0.09, -0.06, -0.02], [0.17, 0.03, 0.05], [0.11, -0.09, -0.20], [-0.09, -0.04, -0.02], [0.09, -0.02, 0.02], [-0.01, 0.12, -0.05], [-0.08, 0.03, 0.01], [-0.01, -0.01, 0.03]]
}

Number 1: LUMO level 0.14 eV. Number 2: LUMO level 0.57 eV. Number 3: LUMO level 0.17 eV.